Record 1
DFT (ωB97M-V/def2-TZVPD) results for a cluster of 2 separate species, C28H38O2 in total in a non-equilibrium geometry.

Atoms and positions in Å:
1 C 0.1563 -1.3893 0.8398
2 C 0.0840 0.0776 1.0071
3 C 1.4091 0.7513 0.9207
4 C 1.5505 2.2457 0.8405
5 O 2.4339 0.0496 0.8727
6 C -1.1544 0.8164 0.8912
7 C -2.4942 0.1044 0.8423
8 O -1.1966 2.0625 0.7938
9 H -0.8262 -1.8606 0.7929
10 H 0.7165 -1.6342 -0.0827
11 H 0.7238 -1.8350 1.6694
12 H 0.5841 2.7493 0.8243
13 H 2.1439 2.5744 1.7006
14 H 2.1300 2.4757 -0.0614
15 H -2.4341 -0.9833 0.9405
16 H -3.1183 0.4971 1.6572
17 H -2.9805 0.3641 -0.1096
18 C 1.6329 0.0987 9.8190
19 C 1.6378 -1.1425 8.9909
20 C 2.0355 -1.0739 7.6622
21 C 2.1129 -2.2061 6.8570
22 C 2.6117 -1.9423 5.4633
23 C 1.7069 -3.4555 7.3625
24 C 1.7249 -4.7046 6.4830
25 C 3.1598 -5.1359 6.1479
26 C 0.8609 -4.5686 5.1858
27 C -0.5039 -4.0634 5.4095
28 C -1.5624 -3.9696 4.4932
29 C -2.9011 -3.7170 4.9909
30 C -3.1861 -3.7367 6.4575
31 C -3.9523 -3.4919 4.1232
32 C -3.7767 -3.5161 2.7313
33 C -4.9465 -3.2496 1.8404
34 C -2.5113 -3.8283 2.2314
35 C -1.4161 -4.0634 3.0574
36 C -0.1164 -4.3906 2.4079
37 C 1.3025 -3.5297 8.7165
38 C 0.8921 -4.8264 9.3610
39 C 1.2620 -2.3851 9.5084
40 H 1.3003 -0.1120 10.8404
41 H 2.6392 0.5383 9.8648
42 H 0.9698 0.8583 9.3831
43 H 2.3019 -0.0980 7.2416
44 H 2.9403 -2.8303 4.9311
45 H 1.8348 -1.4440 4.8622
46 H 3.4694 -1.2527 5.5038
47 H 1.2657 -5.5118 7.0658
48 H 3.7432 -5.2683 7.0690
49 H 3.1527 -6.0852 5.6010
50 H 3.6876 -4.3986 5.5325
51 H 1.3567 -3.8735 4.4964
52 H 0.8442 -5.5639 4.7017
53 H -0.7251 -3.8176 6.4438
54 H -4.2452 -3.5116 6.6375
55 H -2.9777 -4.7327 6.8688
56 H -2.5920 -3.0024 7.0142
57 H -4.9532 -3.3064 4.5178
58 H -4.6572 -3.2708 0.7827
59 H -5.7439 -3.9936 1.9874
60 H -5.3836 -2.2647 2.0584
61 H -2.3835 -3.9156 1.1460
62 H -0.2486 -4.4940 1.3214
63 H 0.6354 -3.6074 2.5711
64 H 0.2761 -5.3413 2.7814
65 H 0.6416 -4.6460 10.4148
66 H 0.0014 -5.2584 8.8819
67 H 1.6983 -5.5732 9.3321
68 H 0.9281 -2.4547 10.5472

molar mass: 406.6 g/mol
ΔE to the lowest compared entry with this formula, charge and spin: 0.0 kcal/mol
HOMO energy: -5.6 eV
total charge: 0
2S+1: 1
orbital gap: 2.492 eV

Record 2
DFT (ωB97M-V/def2-TZVPD) results for a structure of composition C28H39BBrN12O2V in a non-equilibrium geometry.

Atoms and positions in Å:
1 V 9.9466 7.8110 12.5117
2 C 11.1736 14.1889 14.2618
3 C 10.4102 12.9338 14.4602
4 C 9.0734 12.5425 14.0383
5 C 8.9449 11.2351 14.5596
6 N 10.1566 10.8564 15.0846
7 N 11.0538 11.9462 15.0981
8 B 10.7806 9.5115 15.5148
9 N 9.6735 8.4365 15.5552
10 C 8.9852 7.9175 16.6568
11 C 7.7836 7.4019 16.2124
12 C 7.7593 7.6759 14.8103
13 C 6.6895 7.2819 13.7708
14 N 8.9727 8.1713 14.4147
15 N 11.9353 9.0220 14.5905
16 C 13.2002 9.2834 14.8783
17 C 13.9303 8.1386 14.6083
18 C 13.0412 7.1750 14.1447
19 C 13.4134 5.8669 13.5559
20 N 11.8491 7.7185 13.9607
21 N 11.1140 9.4685 17.0074
22 C 11.6397 10.5139 17.6973
23 C 12.5080 9.9602 18.6830
24 C 12.4453 8.5502 18.4795
25 C 13.0982 7.4754 19.3191
26 N 11.6218 8.2644 17.5109
27 H 11.4541 14.6375 15.2317
28 H 10.6356 14.9136 13.6557
29 H 12.0354 13.9315 13.6184
30 H 8.4047 13.0499 13.4506
31 H 8.1096 10.5687 14.3979
32 H 9.4184 8.0000 17.6205
33 H 6.9163 7.0128 16.7783
34 H 5.9228 6.6256 14.2189
35 H 8.1170 5.8889 12.8689
36 H 6.2552 8.2273 13.4281
37 H 13.4743 10.2693 15.1653
38 H 15.0048 8.0320 14.6265
39 H 12.5833 5.1843 13.6150
40 H 14.2579 5.4796 14.1117
41 H 13.6830 5.9229 12.4340
42 H 11.3826 11.5658 17.5099
43 H 13.1365 10.5533 19.4079
44 H 13.9486 7.7889 20.0025
45 H 13.5584 6.7319 18.6857
46 H 12.3693 6.9774 19.9741
47 N 9.6594 9.6394 7.6507
48 C 10.3898 9.0963 8.9067
49 C 11.4402 8.0694 8.5335
50 C 12.0156 7.5500 9.8711
51 N 10.9516 6.8726 10.6739
52 C 12.6817 8.7245 10.6388
53 C 11.6950 9.8835 10.9262
54 N 10.6760 9.5786 11.9951
55 C 10.9710 10.3280 9.6415
56 H 9.7129 9.0159 6.8499
57 H 9.9144 10.5629 7.3518
58 H 8.7034 9.8587 8.0874
59 H 9.6312 8.5895 9.4913
60 H 12.2225 8.5885 7.9688
61 H 11.0898 7.2228 7.8349
62 H 12.7417 6.7802 9.6802
63 H 11.3309 6.0026 11.0115
64 H 10.1038 6.8406 10.1474
65 H 13.4662 9.2272 10.0106
66 H 13.1317 8.3879 11.5381
67 H 12.3042 10.7211 11.2268
68 H 9.7900 10.1416 11.7953
69 H 11.0959 9.8908 12.8605
70 H 11.6948 10.7919 9.0170
71 H 10.1377 11.0918 9.8568
72 Br 10.2209 5.2800 13.0946
73 C 7.3164 6.6004 12.5317
74 C 6.4111 5.8309 11.7171
75 C 5.9096 6.4966 10.5883
76 C 6.5125 7.6324 10.0773
77 C 7.5319 8.2426 10.8372
78 N 8.1341 7.5993 11.8140
79 C 7.7945 9.7110 10.5291
80 O 7.5199 9.9972 9.3220
81 O 8.2646 10.5307 11.3656
82 H 6.1056 4.8254 11.9521
83 H 5.0359 6.1329 10.0794
84 H 6.2044 8.2130 9.2067

molar mass: 717.4 g/mol
ΔE to the lowest compared entry with this formula, charge and spin: 0.0 kcal/mol
HOMO energy (alpha / beta): -15.6 / -15.6 eV
total charge: +3
2S+1: 4
orbital gap (alpha / beta): 3.909 / 3.827 eV

Record 3
DFT (ωB97M-V/def2-TZVPD) results for a structure of composition C28H39BiF4IN5OP in a non-equilibrium geometry.

Atoms and positions in Å:
1 Bi -0.5518 -0.4010 0.7634
2 C 3.1011 -2.0829 3.8752
3 C 1.7247 -1.5431 3.3388
4 N 1.6831 -1.2295 1.8889
5 C 2.0739 -2.3707 1.0036
6 C 1.1824 -3.5273 1.2410
7 C 2.4382 -0.0309 1.5795
8 C 1.7957 1.2284 2.1150
9 N 0.4144 1.2783 1.5950
10 C -0.3789 2.4026 1.9572
11 C -0.7806 2.5958 3.2862
12 F -0.4251 1.7173 4.1949
13 C -1.5052 3.6878 3.6898
14 F -1.8536 3.7729 4.9918
15 C -1.9349 4.6414 2.7789
16 C -1.5637 4.4702 1.4650
17 F -1.9452 5.2866 0.5073
18 C -0.7358 3.4210 1.0745
19 F -0.2804 3.4102 -0.1990
20 H 2.9939 -2.0979 4.9493
21 H 3.8954 -1.3779 3.6023
22 H 3.3723 -3.0921 3.5358
23 H 1.4137 -0.6724 3.9100
24 H 0.8782 -2.2435 3.5968
25 H 3.1037 -2.6594 1.2495
26 H 2.0357 -1.9571 -0.0555
27 H 1.1234 -3.8455 2.2713
28 H 1.5281 -4.3798 0.6404
29 H 0.1993 -3.2448 0.9137
30 H 2.4819 0.0550 0.4943
31 H 3.4837 -0.0852 1.8758
32 H 2.2882 2.1238 1.7908
33 H 1.7409 1.2737 3.1957
34 H -2.4741 5.4209 3.1900
35 I -2.2676 1.0265 -1.1844
36 C -3.8998 0.3450 -0.0995
37 C -5.1132 0.4163 -0.7395
38 C -6.2942 -0.0006 -0.1093
39 C -6.2286 -0.5216 1.1567
40 C -5.0468 -0.4807 1.8864
41 C -4.9641 -0.8962 3.2308
42 C -3.8057 -1.0739 3.8776
43 C -2.6012 -0.7459 3.2528
44 C -2.5614 -0.2644 1.9652
45 C -3.8053 -0.1214 1.2221
46 H -5.2557 0.8013 -1.7484
47 H -7.2406 0.1307 -0.6405
48 H -7.1589 -0.7770 1.7282
49 H -5.8631 -1.1344 3.7922
50 H -3.7620 -1.3137 4.9050
51 H -1.6907 -0.7257 3.8569
52 C 3.8505 -0.4594 -1.9999
53 N 2.7291 -1.0231 -2.7276
54 C 3.1663 -2.1107 -3.5523
55 P 1.4005 -0.0152 -2.8330
56 O 0.8062 0.2910 -1.4797
57 N 1.8851 1.3646 -3.5817
58 C 1.3194 2.6614 -3.1508
59 C 2.3511 1.3359 -4.9583
60 N 0.3784 -0.8799 -3.7628
61 C -0.6193 -0.2460 -4.6318
62 C -0.0842 -2.2512 -3.3690
63 H 4.6053 -0.3086 -2.7384
64 H 4.2298 -1.1447 -1.2500
65 H 3.5591 0.4819 -1.5373
66 H 3.9105 -1.7790 -4.3593
67 H 2.3460 -2.6043 -4.0475
68 H 3.6254 -2.8991 -3.0314
69 H 0.8047 2.4978 -2.2116
70 H 0.5339 3.0310 -3.8251
71 H 2.0612 3.4398 -3.0873
72 H 2.7444 0.3474 -5.1808
73 H 3.1435 2.1131 -5.0943
74 H 1.5743 1.5382 -5.7048
75 H -0.3969 0.7663 -4.9165
76 H -1.6053 -0.2905 -4.2227
77 H -0.6512 -0.7372 -5.5853
78 H 0.4983 -2.6067 -2.5182
79 H -0.0027 -2.9387 -4.2251
80 H -1.1271 -2.1834 -3.0769

molar mass: 904.5 g/mol
ΔE to the lowest compared entry with this formula, charge and spin: 11.2 kcal/mol
HOMO energy: -10.7 eV
total charge: +1
2S+1: 1
orbital gap: 7.960 eV